Entry 1:
C6H5ClN2 in the gas phase in a non-equilibrium geometry. Source: the OMol25 dataset; level of theory: ωB97M-V/def2-TZVPD.

```
14
Properties=species:S:1:pos:R:3:forces:R:3
C 0.55618 -2.00973 -0.17284 -2.02 2.48 2.81
N 0.56802 -0.80101 -0.53054 0.78 0.08 -2.02
C 0.05416 0.09883 0.31421 -1.89 3.79 1.59
C -0.44116 1.35726 0.02781 2.04 -2.84 -2.42
C -0.49185 1.88405 -1.33718 -1.40 0.01 1.32
C -0.98432 1.27696 -2.42182 1.10 1.50 -1.00
Cl -0.96051 2.27099 -3.91316 -0.32 -0.86 0.55
C -1.41943 -0.05856 -2.51993 -0.30 -0.67 0.21
N -1.81013 -1.14165 -2.46981 0.04 0.28 -0.22
H 0.00530 -2.07482 0.83301 1.04 -1.68 -1.28
H 0.96553 -2.65191 -0.86106 0.73 -2.31 -0.84
H -0.00261 -0.12747 1.37176 0.29 -0.41 0.40
H -0.53556 2.11241 0.74058 -0.56 0.56 1.54
H -0.43508 2.96536 -1.32905 0.46 0.05 -0.65
```
Forces are in eV/Å.

Results
Kohn-Sham gap ... 0.3067 Eh
Structure (SMILES) ... C=N/C=C\C=C(\Cl)C#N

Entry 2:
A molecular structure, C22H36BeO3P2 in a non-equilibrium geometry. Source: the OMol25 dataset; level of theory: ωB97M-V/def2-TZVPD.

```
64
Properties=species:S:1:pos:R:3:forces:R:3
P -0.13253 0.63134 -3.77729 -2.30 -2.09 1.82
P -1.47908 -0.22558 -0.80961 -4.71 0.11 1.14
C -1.68754 -0.41876 -3.51824 -1.12 1.07 -2.32
C -2.47044 0.19739 -2.35725 0.61 -0.19 -0.78
H -1.34183 -1.44299 -3.25747 -0.05 0.53 -0.35
H -2.23039 -0.45704 -4.48399 -0.54 -0.34 0.46
H -2.52063 1.29979 -2.43328 -0.06 -0.42 -0.06
H -3.51467 -0.17469 -2.35773 0.68 0.09 0.33
C -2.08132 -1.98634 -0.73282 0.41 -0.88 -0.44
H -2.53256 -2.24174 0.24534 0.47 0.33 -0.52
H -1.23763 -2.66886 -0.90483 -0.42 -0.19 -0.14
H -2.86945 -2.09198 -1.51018 0.62 -0.23 0.46
C -3.12305 0.16740 0.17023 0.52 0.49 0.27
H -3.97102 -0.15919 -0.43933 0.26 -0.14 0.00
H -3.22154 1.24562 0.30733 -0.07 -0.20 0.03
H -3.17754 -0.36022 1.13642 0.28 0.43 -0.46
C 0.15379 0.11891 -5.50209 0.60 0.33 0.13
H 1.13780 0.42284 -5.86717 -0.13 -0.37 -0.10
H -0.60238 0.62177 -6.09187 -0.22 0.29 -0.11
H -0.07707 -0.93568 -5.60825 0.46 -0.23 0.02
C -0.62732 2.36185 -3.86663 -0.15 -0.23 -0.12
H -0.95644 2.68375 -2.87215 0.01 0.18 -0.48
H -1.43929 2.27502 -4.58406 -0.45 0.64 0.08
H 0.13400 3.03013 -4.27695 -0.03 -0.23 0.15
Be 0.55007 0.15642 -2.03748 2.88 0.12 2.11
C -1.93699 -1.40991 3.32740 -0.38 -1.10 -0.32
C -0.99554 -1.55656 2.41178 1.22 -0.67 0.47
C 0.19495 -0.68956 2.15523 0.58 -0.02 0.10
C 0.15363 0.75110 2.79632 1.52 -0.86 0.74
C -0.98509 1.70508 2.46521 1.08 0.41 -1.13
C -2.30518 1.51375 2.54017 0.99 1.54 0.85
C -2.99659 0.71152 3.56975 -0.76 -0.30 0.05
C -2.16446 -0.34644 4.32122 -1.26 0.97 0.36
C 1.87506 0.71924 -3.30069 2.10 1.08 0.26
H -2.77675 -2.12157 3.27913 0.56 -0.06 0.24
H -0.89146 -2.55987 1.98427 -0.53 0.43 -0.53
H 0.46448 -0.75451 1.08056 -0.62 0.61 0.56
H 1.08223 -1.23337 2.56867 -0.46 0.48 0.15
H 0.27500 0.52587 3.88512 -0.28 0.51 -0.69
H 1.14576 1.21478 2.54490 -1.06 -0.15 0.07
H -0.58293 2.65609 2.00918 -0.77 -1.18 -0.04
H -2.94245 2.25332 2.04678 0.20 -0.03 0.34
H -3.84651 0.19623 3.13066 -0.18 -0.46 -0.33
H -3.55319 1.43521 4.17495 0.51 0.06 0.58
H -1.31523 0.03276 4.90494 -0.21 -0.07 -0.60
H -2.85279 -0.77909 5.04739 0.07 0.04 0.28
H 2.39273 0.89878 -2.32441 -0.27 -0.31 -1.05
H 1.91201 1.72244 -3.72061 0.61 -0.13 -0.72
H 2.30952 -0.09205 -3.89608 0.38 0.47 0.17
O 3.57631 1.69835 2.08937 -0.31 -0.03 -0.46
C 3.83564 0.40640 1.80845 0.23 -0.33 0.23
C 4.56134 -0.33185 2.76130 0.30 -0.19 -0.15
C 5.07418 -1.57952 2.40791 -0.18 -0.07 -0.28
C 4.78864 -2.14460 1.14389 -0.01 0.11 0.17
C 3.89470 -1.49499 0.29297 0.01 -0.21 0.50
C 3.38548 -0.23784 0.62699 0.38 0.18 0.97
C 2.34538 0.45908 -0.13378 -0.84 -0.42 -1.28
O 1.45971 -0.31987 -0.76047 0.71 1.08 -0.24
O 2.32762 1.70015 -0.17586 -0.49 -0.63 -0.13
H 3.15433 2.08904 1.27367 0.16 -0.33 0.47
H 4.75094 0.10474 3.75160 0.01 -0.11 -0.61
H 5.71299 -2.13017 3.11562 -0.39 0.32 -0.37
H 5.23931 -3.10092 0.85191 -0.28 0.43 0.17
H 3.55129 -1.96038 -0.62609 0.10 0.04 0.10
```
Forces are in eV/Å.

Results
Kohn-Sham gap ... 0.2294 Eh

Entry 3:
A gas-phase ion, C3H5N4O (charge +1) in a non-equilibrium geometry. Source: the OMol25 dataset; level of theory: ωB97M-V/def2-TZVPD.

```
13
Properties=species:S:1:pos:R:3:forces:R:3
C -1.01885 -0.88760 -0.00372 -0.33 -0.70 0.00
C -0.97090 0.56545 0.00142 0.42 0.86 0.03
C 1.38750 0.67679 -0.18195 1.87 -0.45 -0.53
N 3.63178 0.05926 0.09970 1.46 -1.31 0.50
N 2.55203 0.57021 0.00102 -1.98 0.49 -0.28
N 0.18452 1.21209 -0.05782 -1.95 0.48 0.39
N 0.07741 -1.51044 -0.05305 0.29 0.55 0.09
O -2.03866 1.33861 0.05368 0.28 -0.12 -0.03
H -2.02124 -1.33118 0.03475 0.15 0.00 -0.04
H 4.46854 0.62486 0.03574 -0.15 0.57 -0.13
H 0.11729 2.23548 -0.07092 0.02 -0.21 0.02
H 0.03108 -2.52401 -0.06477 -0.24 -0.12 -0.04
H -2.88054 0.85693 0.07801 0.17 -0.06 0.01
```
Forces are in eV/Å.

Results
Kohn-Sham gap ... 0.2513 Eh
Net charge ... +1

Entry 4:
2 unconnected molecules or ions with the total composition C4H11N2O2 in a non-equilibrium geometry. Source: the OMol25 dataset; level of theory: ωB97M-V/def2-TZVPD.

```
19
Properties=species:S:1:pos:R:3:forces:R:3
O 2.52858 -0.48970 2.23029 -1.75 -0.27 -0.12
C 1.44047 -0.70710 2.71689 1.41 0.03 -0.39
C 0.12241 -0.73103 1.96263 -0.14 -0.05 0.94
N 0.41062 -0.82687 0.52337 1.61 2.17 -0.09
H 1.29618 -0.98450 3.74255 0.13 0.06 1.07
H -0.43708 -1.62854 2.28903 0.11 0.51 -0.26
H -0.43219 0.18273 2.23243 0.01 -0.37 -0.28
H -0.29701 -1.24895 0.01066 -1.77 -1.70 -0.84
H 0.50310 0.10726 0.02942 0.54 -1.06 1.48
H 1.29770 -1.32099 0.41436 0.36 -0.13 -0.13
C -2.21584 1.45966 -2.16328 -0.39 1.18 0.30
C -0.97483 0.78328 -1.71573 0.33 -2.55 -1.26
N -0.85753 -0.54890 -2.09601 0.95 1.72 -0.22
O -0.04820 1.30819 -1.04645 -0.99 0.34 -0.90
H -3.01677 0.72403 -2.28129 0.15 0.00 0.18
H -2.01200 1.91205 -3.15483 0.10 -0.01 0.40
H -2.47700 2.23612 -1.43561 -0.15 -0.02 -0.36
H -1.47484 -0.82046 -2.86934 0.01 0.04 0.36
H 0.10211 -0.90516 -2.24268 -0.54 0.11 0.14
```
Forces are in eV/Å.

Results
Kohn-Sham gap (spin up / spin down) ... 0.3199 / 0.1308 Eh
2S+1 ... 2
Expectation value of S² ... 0.756
Net charge ... +2

Entry 5:
A molecular structure, C41H35AuN3OS6 in a non-equilibrium geometry. Source: the OMol25 dataset; level of theory: ωB97M-V/def2-TZVPD.

```
87
Properties=species:S:1:pos:R:3:forces:R:3
Au -0.63060 -1.09087 -0.39966 0.03 -1.01 -0.16
C -0.72576 2.31885 -0.05700 0.05 -0.07 0.00
C -2.15188 1.87573 -0.16400 -0.28 -0.25 0.01
C -3.20356 2.81452 -0.21903 -0.07 0.08 -0.01
C -4.49144 2.37392 -0.30426 0.11 0.03 0.02
C -4.76251 0.99040 -0.36142 0.21 -0.08 0.02
C -6.07414 0.48268 -0.44303 -0.14 -0.14 -0.05
C -6.27564 -0.86785 -0.51495 -0.15 0.24 -0.01
C -5.18550 -1.74746 -0.54153 0.50 -0.07 0.09
C -3.88397 -1.29035 -0.47930 -0.48 0.16 0.37
S -2.61535 -2.46743 -0.66650 1.07 0.37 0.30
C -3.65020 0.11138 -0.34348 -0.44 0.05 0.02
N -2.39103 0.58121 -0.21568 0.17 0.58 0.06
H -0.64607 3.40296 -0.01204 0.01 0.00 0.00
H -0.17383 1.95517 -0.92535 0.04 0.03 -0.05
H -0.26304 1.89332 0.83739 -0.01 0.02 0.01
H -2.97352 3.87082 -0.19123 -0.01 0.01 0.01
H -5.31773 3.07374 -0.33730 0.00 0.01 0.00
H -6.90642 1.17523 -0.44563 -0.01 -0.01 0.00
H -7.27978 -1.26721 -0.56719 0.00 -0.01 -0.01
H -5.35186 -2.81358 -0.63431 -0.08 0.00 -0.02
S -0.58496 -1.57654 1.91036 -0.06 0.14 -0.68
C 0.99588 -1.18260 2.36606 -0.80 -0.19 0.62
N 1.28508 -0.94714 3.63522 0.25 -0.13 -0.42
C 2.68685 -0.74589 4.00637 0.35 -0.08 -0.10
C 3.52392 -1.71154 3.19577 -0.12 -0.02 0.29
N 3.31667 -1.40818 1.78074 -0.47 0.05 0.25
C 4.51422 -1.26665 0.94818 0.29 0.07 -0.10
C 5.31926 -0.06113 1.38196 -0.09 0.04 0.05
C 4.75342 1.20962 1.29124 -0.02 -0.05 -0.02
C 5.46177 2.32254 1.71304 -0.09 0.00 0.01
C 6.74377 2.17627 2.22669 0.05 0.00 -0.02
C 7.31465 0.91621 2.31087 0.02 0.05 0.05
C 6.60133 -0.20062 1.89628 0.00 -0.08 -0.03
C 2.08963 -1.12590 1.37174 0.77 0.34 -0.88
S 1.76768 -0.60879 -0.20002 -0.57 -0.03 0.09
C 0.24762 -0.89172 4.66611 -0.31 0.26 0.24
C -0.37955 0.47963 4.80966 -0.03 0.00 -0.05
C 0.39824 1.60976 5.04571 0.01 -0.03 -0.02
C -0.20217 2.84258 5.24521 0.07 0.02 -0.01
C -1.58481 2.95664 5.21924 -0.02 -0.01 -0.01
C -2.36379 1.83536 4.97972 -0.05 0.03 0.00
C -1.76275 0.60334 4.76883 0.03 -0.08 -0.03
H 2.80307 -0.92677 5.07181 -0.07 -0.03 0.01
H 3.00357 0.27687 3.78163 -0.09 0.02 0.08
H 3.21984 -2.74120 3.40504 0.08 -0.01 -0.05
H 4.57832 -1.59752 3.43419 0.02 0.05 -0.07
H 4.20631 -1.17484 -0.09073 -0.02 -0.10 0.01
H 5.10505 -2.17682 1.06243 -0.05 -0.02 -0.03
H 3.75856 1.32190 0.87297 0.01 0.05 0.00
H 5.01304 3.30437 1.63661 0.03 0.00 -0.01
H 7.29959 3.04657 2.54915 0.00 -0.01 0.01
H 8.31551 0.79948 2.70448 0.00 0.00 -0.01
H 7.05663 -1.18261 1.96430 -0.02 0.00 -0.01
H 0.70267 -1.19354 5.60963 0.09 -0.07 -0.07
H -0.52797 -1.61394 4.41893 0.08 -0.09 0.08
H 1.47844 1.53511 5.09398 0.01 0.00 0.02
H 0.41224 3.71253 5.43656 -0.01 0.00 0.00
H -2.05223 3.91646 5.39355 0.00 0.00 -0.02
H -3.44259 1.91551 4.96254 0.01 0.00 -0.02
H -2.37321 -0.27248 4.58071 -0.01 0.02 0.00
O -0.49511 -0.41492 -2.29571 0.59 0.24 0.47
C -0.80778 -0.88699 -3.57829 -0.17 -0.37 -0.57
C -2.16734 -0.34333 -3.97187 -0.05 -0.13 -0.11
C -2.42439 0.81525 -4.64116 -0.04 0.04 -0.01
C -3.81238 1.10070 -4.74335 -0.01 0.12 -0.03
C -4.58233 0.15540 -4.14370 0.07 -0.21 0.13
S -3.63147 -1.09943 -3.45813 -0.02 0.34 -0.58
C -0.74690 -2.39021 -3.70862 -0.04 -0.10 -0.02
C -1.32713 -3.16747 -4.66710 0.04 0.12 0.19
C -0.92587 -4.52697 -4.58745 0.06 -0.15 0.03
C -0.04378 -4.75162 -3.57845 0.03 -0.04 0.05
S 0.31388 -3.31479 -2.71376 -0.03 0.00 -0.23
C 0.27646 -0.32816 -4.53761 0.10 0.31 0.95
C 0.61144 -0.62530 -5.82164 -0.19 -0.02 0.05
C 1.70556 0.15013 -6.29813 0.03 0.03 -0.09
C 2.18723 1.01180 -5.36522 0.00 0.03 0.10
S 1.32144 0.89201 -3.89285 -0.11 -0.11 -0.14
H -1.65096 1.45091 -5.04893 0.03 -0.05 0.00
H -4.21107 1.96613 -5.25308 -0.02 0.00 0.03
H -5.65731 0.11808 -4.06377 0.00 0.00 -0.05
H -2.01953 -2.78196 -5.40140 -0.01 0.02 0.01
H -1.28516 -5.30141 -5.24927 0.00 -0.01 0.01
H 0.40765 -5.68372 -3.27819 -0.03 0.00 -0.03
H 0.09921 -1.36329 -6.42187 -0.02 -0.04 0.05
H 2.11260 0.06355 -7.29566 -0.01 -0.02 0.02
H 3.00808 1.70617 -5.45601 -0.02 -0.04 -0.04
```
Forces are in eV/Å.

Results
Kohn-Sham gap ... 0.1896 Eh
Net charge ... +1